21
Properties=species:S:1:pos:R:3:forces:R:3:lowdin_charge:R:1 method="wB97M-V/def2-TZVPD" largest_force_ev_per_a=5.7 orbital_gap_ev=10.14 e_tot_ha=-312.1673 de_lowest_kcal_mol=55.02 homo_ha=-0.34046 smiles="C=C(CC)CC.O"
C 1.651 1.562 1.042 0.11 -0.41 0.32 -0.093
C 1.048 0.620 0.023 0.12 -1.29 -0.44 -0.233
C -0.271 -0.142 0.292 -0.02 -1.09 1.36 -0.267
C -1.002 0.002 1.417 -1.19 -0.55 -0.10 0.015
C -0.549 -1.412 -0.626 1.51 0.36 1.34 -0.210
C -1.196 -2.611 0.087 -1.32 3.56 4.22 -0.132
H 2.330 1.013 1.692 -0.35 -0.17 0.44 0.073
H 0.765 1.880 1.562 0.19 0.96 0.85 0.053
H 2.305 2.387 0.692 -0.96 -0.35 -0.35 0.086
H 0.849 1.161 -0.864 -0.07 0.67 -0.97 0.055
H 1.801 -0.101 -0.287 0.06 -0.29 -0.09 0.104
H -0.724 0.441 2.372 0.36 0.82 -0.60 0.057
H -2.043 -0.428 1.542 1.50 -0.03 -0.49 0.080
H 0.508 -1.792 -0.798 -1.21 0.70 -0.66 0.118
H -1.124 -1.202 -1.505 0.26 0.31 -0.85 0.092
H -0.826 -2.478 1.219 -0.57 -1.02 -2.40 0.110
H -0.900 -3.502 -0.348 0.27 -1.86 -0.71 0.028
H -2.327 -2.489 0.230 1.49 -0.45 -0.64 0.089
H 0.213 2.972 -3.010 -0.36 -0.58 0.40 0.052
H -0.036 1.712 -2.128 0.44 -0.39 0.17 -0.024
O -0.470 2.407 -2.604 -0.25 1.08 -0.80 -0.052


21
Properties=species:S:1:pos:R:3:forces:R:3:lowdin_charge:R:1 method="wB97M-V/def2-TZVPD" largest_force_ev_per_a=0.8 orbital_gap_ev=11.72 e_tot_ha=-312.1916 de_lowest_kcal_mol=39.80 homo_ha=-0.39513 smiles=C[C@H]1C[C@@H](C)C1.O
C 2.237 1.641 0.297 0.12 0.02 -0.02 -0.068
C 0.871 1.012 0.404 0.07 0.26 -0.08 -0.403
C 0.627 -0.488 0.573 -0.21 0.06 -0.24 -0.102
C -0.020 0.954 -0.827 -0.01 0.35 -0.21 -0.170
C -0.838 -0.143 -0.167 0.23 -0.02 0.02 -0.315
C -1.743 -0.939 -1.142 0.24 -0.10 0.11 -0.076
O -1.526 -2.077 1.592 -0.12 -0.58 0.29 -0.072
H 2.806 1.557 1.228 -0.02 -0.02 -0.12 0.075
H 2.101 2.708 0.081 0.18 -0.12 0.02 0.079
H 2.819 1.199 -0.518 -0.02 0.03 0.10 0.078
H 0.308 1.492 1.216 0.09 0.08 -0.17 0.143
H 0.836 -0.847 1.603 -0.75 -0.03 -0.37 0.115
H 1.279 -1.087 -0.080 -0.32 0.19 -0.12 0.118
H -0.716 -1.584 1.405 -0.34 -0.18 0.23 -0.035
H 0.539 0.482 -1.648 -0.02 0.31 0.00 0.124
H -0.528 1.849 -1.183 -0.05 0.05 0.00 0.117
H -1.501 0.300 0.589 0.40 -0.12 -0.04 0.133
H -1.263 -1.811 -1.596 0.09 0.04 0.09 0.075
H -2.018 -0.274 -1.979 0.20 -0.12 0.30 0.078
H -2.692 -1.261 -0.694 0.38 0.01 0.09 0.070
H -1.578 -2.684 0.847 -0.14 -0.08 0.12 0.037


21
Properties=species:S:1:pos:R:3:forces:R:3:lowdin_charge:R:1 method="wB97M-V/def2-TZVPD" largest_force_ev_per_a=0.5 orbital_gap_ev=10.91 e_tot_ha=-312.2163 de_lowest_kcal_mol=24.34 homo_ha=-0.35968 smiles=CCCCCOC
C 2.635 1.372 -0.090 0.26 -0.11 -0.02 -0.129
C 1.545 1.393 0.969 -0.14 0.08 0.08 -0.265
C 0.875 0.010 1.151 0.06 -0.12 -0.02 -0.205
C -0.652 -0.001 0.937 -0.07 0.06 0.04 -0.168
C -1.102 -0.984 -0.141 0.41 -0.12 0.14 -0.264
O -2.307 -0.530 -0.694 -0.25 0.11 0.00 -0.191
C -2.718 -1.313 -1.781 -0.15 -0.21 -0.26 -0.127
H 3.126 2.345 -0.174 0.01 -0.09 -0.04 0.068
H 2.225 1.109 -1.068 -0.02 0.05 0.01 0.072
H 3.396 0.618 0.148 -0.06 0.17 -0.01 0.074
H 1.965 1.749 1.916 -0.02 -0.11 -0.06 0.100
H 0.805 2.154 0.684 0.01 -0.25 0.06 0.099
H 1.325 -0.696 0.438 -0.03 0.19 0.07 0.098
H 1.130 -0.402 2.134 -0.10 0.13 -0.10 0.105
H -0.993 0.988 0.611 0.09 -0.14 0.02 0.108
H -1.177 -0.206 1.877 0.03 0.00 -0.18 0.113
H -0.342 -1.049 -0.941 -0.06 0.07 0.15 0.118
H -1.226 -2.005 0.262 0.04 0.14 -0.04 0.130
H -1.931 -1.389 -2.550 -0.13 0.09 0.14 0.088
H -3.595 -0.825 -2.211 0.08 -0.12 0.00 0.088
H -2.985 -2.338 -1.476 0.02 0.18 0.00 0.089


21
Properties=species:S:1:pos:R:3:forces:R:3:lowdin_charge:R:1 method="wB97M-V/def2-TZVPD" largest_force_ev_per_a=0.3 orbital_gap_ev=10.70 e_tot_ha=-312.2338 de_lowest_kcal_mol=13.32 homo_ha=-0.35911 smiles=COCC(C)(C)C
C 2.548 -1.293 -0.400 0.24 -0.06 0.01 -0.114
O 1.179 -1.059 -0.604 -0.03 -0.08 0.01 -0.197
C 0.800 0.270 -0.329 -0.07 0.25 0.05 -0.216
C -0.673 0.318 0.086 0.01 0.03 0.01 -0.601
C -1.066 1.778 0.330 -0.02 0.07 0.01 -0.062
C -1.550 -0.274 -1.022 -0.03 -0.04 -0.06 -0.052
C -0.842 -0.486 1.378 -0.01 -0.05 0.08 -0.053
H 2.827 -1.100 0.648 -0.01 -0.03 -0.14 0.090
H 3.177 -0.664 -1.048 -0.10 -0.07 0.06 0.090
H 2.741 -2.343 -0.632 -0.02 0.14 0.03 0.089
H 0.973 0.902 -1.217 -0.04 -0.07 0.10 0.136
H 1.418 0.675 0.491 -0.10 -0.05 -0.08 0.128
H -0.450 2.234 1.115 -0.07 -0.08 -0.11 0.084
H -2.113 1.838 0.651 0.15 -0.01 -0.05 0.086
H -0.960 2.381 -0.580 0.00 -0.11 0.12 0.084
H -1.253 -1.302 -1.249 -0.05 0.13 0.04 0.084
H -1.469 0.315 -1.945 0.01 -0.08 0.13 0.086
H -2.603 -0.275 -0.716 0.16 0.01 -0.04 0.085
H -0.458 -1.503 1.251 -0.10 0.14 0.02 0.085
H -1.898 -0.545 1.668 0.14 0.02 -0.05 0.085
H -0.293 -0.015 2.204 -0.07 -0.07 -0.12 0.086


21
Properties=species:S:1:pos:R:3:forces:R:3:lowdin_charge:R:1 method="wB97M-V/def2-TZVPD" largest_force_ev_per_a=0.6 orbital_gap_ev=10.94 e_tot_ha=-312.1888 de_lowest_kcal_mol=41.58 homo_ha=-0.36113 smiles="CCCOC.C=C"
C -1.403 -0.850 -1.999 -0.16 -0.01 0.06 -0.078
C -2.194 -0.877 -0.925 0.04 -0.03 -0.25 -0.080
H -0.332 -0.637 -1.909 -0.53 -0.09 -0.06 0.045
H -1.803 -1.040 -3.002 0.13 0.08 0.40 0.049
H -1.794 -0.687 0.078 -0.19 -0.07 -0.45 0.044
H -3.265 -1.090 -1.015 0.42 0.09 0.06 0.048
O 0.682 -0.649 0.064 0.34 -0.10 0.49 -0.257
C 0.665 -1.981 0.530 -0.11 -0.40 -0.27 -0.124
C -0.165 2.156 0.270 -0.12 0.03 -0.15 -0.105
C 1.287 0.220 1.010 0.11 -0.02 0.02 -0.257
C 1.257 1.634 0.464 0.29 0.18 -0.03 -0.239
H 1.685 -2.362 0.709 -0.19 0.14 -0.01 0.090
H 0.085 -2.077 1.463 0.11 0.06 -0.17 0.092
H 0.189 -2.604 -0.246 0.19 0.31 0.34 0.088
H -0.713 1.512 -0.438 0.16 0.33 0.32 0.053
H -0.150 3.184 -0.129 -0.07 -0.39 0.17 0.074
H -0.704 2.160 1.232 0.11 0.03 -0.34 0.079
H 2.327 -0.106 1.202 -0.27 0.08 -0.03 0.124
H 0.735 0.166 1.969 0.11 0.00 -0.19 0.127
H 1.802 1.646 -0.500 -0.18 0.04 0.42 0.116
H 1.808 2.282 1.171 -0.17 -0.25 -0.33 0.113


21
Properties=species:S:1:pos:R:3:forces:R:3:lowdin_charge:R:1 method="wB97M-V/def2-TZVPD" largest_force_ev_per_a=0.3 orbital_gap_ev="7.97 / 8.17" e_tot_ha=-312.0937 de_lowest_kcal_mol=101.21 homo_ha="-0.26466 / -0.27046"
C -0.535 -0.386 -2.826 -0.24 0.01 -0.24 -0.093
O -0.170 0.093 -1.657 0.19 0.21 0.03 -0.139
C -0.430 -0.419 -0.498 -0.19 -0.12 0.22 -0.182
C 0.088 0.282 0.729 0.02 -0.01 0.00 -0.594
C 0.153 -0.750 1.862 0.00 -0.05 0.06 -0.061
C 1.483 0.860 0.469 0.05 0.03 -0.04 -0.049
C -0.876 1.417 1.128 -0.07 0.05 0.01 -0.051
H 0.520 -2.073 -2.146 0.05 -0.05 0.14 0.060
H -0.226 0.226 -3.661 -0.03 -0.09 0.10 0.063
H -1.417 -1.018 -2.863 0.13 0.05 0.00 0.069
H 0.600 -2.151 -1.378 -0.01 -0.01 -0.13 0.074
H -1.257 -1.128 -0.441 0.13 0.08 0.01 0.132
H -0.828 -1.208 2.039 0.13 0.07 -0.04 0.084
H 0.472 -0.273 2.795 -0.04 -0.05 -0.14 0.086
H 0.863 -1.549 1.622 -0.10 0.12 0.03 0.085
H 1.462 1.600 -0.337 0.00 -0.10 0.12 0.084
H 2.186 0.069 0.184 -0.10 0.10 0.04 0.090
H 1.862 1.351 1.373 -0.07 -0.08 -0.12 0.087
H -0.951 2.161 0.327 0.02 -0.11 0.11 0.086
H -0.522 1.925 2.035 -0.03 -0.09 -0.13 0.084
H -1.881 1.028 1.328 0.15 0.04 -0.03 0.085


21
Properties=species:S:1:pos:R:3:forces:R:3:lowdin_charge:R:1 method="wB97M-V/def2-TZVPD" largest_force_ev_per_a=1.5 orbital_gap_ev=11.16 e_tot_ha=-312.2303 de_lowest_kcal_mol=15.54 homo_ha=-0.37176 smiles=CC(C)CCCO
C 0.883 2.458 -0.147 -0.55 -0.16 -0.99 -0.242
O 0.030 3.276 -0.971 -0.18 0.22 0.37 -0.093
C 0.683 0.978 -0.576 -0.27 1.14 0.92 -0.174
C 0.024 0.152 0.529 0.12 -0.79 -1.01 -0.202
C 0.009 -1.359 0.264 -0.52 -0.68 -0.15 -0.437
C -0.796 -2.061 1.371 -0.05 0.85 0.00 -0.093
C -0.555 -1.707 -1.141 0.48 0.91 0.61 -0.073
H 0.650 2.643 0.902 0.14 -0.19 0.11 0.111
H 1.906 2.724 -0.380 0.40 0.25 0.31 0.101
H -0.107 4.136 -0.544 0.15 -0.42 -0.18 0.083
H 1.675 0.600 -0.787 0.10 -0.43 -0.26 0.110
H 0.079 1.033 -1.480 0.14 -0.28 -0.11 0.109
H 0.579 0.330 1.432 0.04 0.14 0.68 0.107
H -1.027 0.423 0.663 0.08 0.40 0.10 0.124
H 1.012 -1.791 0.310 0.21 0.28 0.02 0.127
H -0.898 -3.130 1.193 0.07 -0.03 0.14 0.071
H -1.792 -1.610 1.458 -0.02 -0.22 -0.22 0.079
H -0.326 -1.853 2.336 0.08 -0.35 0.03 0.074
H -1.001 -2.700 -1.133 0.10 0.05 -0.31 0.070
H 0.253 -1.598 -1.870 -0.16 -0.41 -0.09 0.074
H -1.282 -0.945 -1.429 -0.36 -0.26 0.03 0.075


21
Properties=species:S:1:pos:R:3:forces:R:3:lowdin_charge:R:1 method="wB97M-V/def2-TZVPD" largest_force_ev_per_a=1.8 orbital_gap_ev=10.56 e_tot_ha=-312.1798 de_lowest_kcal_mol=47.20 homo_ha=-0.35010 smiles="CC(=O)CC(C)C.[H][H]"
C 1.632 1.157 0.145 0.03 0.01 -0.04 -0.082
C 0.241 0.906 0.736 -0.06 0.07 0.01 -0.431
C 0.292 0.999 2.261 -0.01 0.02 0.08 -0.087
C -0.357 -0.440 0.324 -0.13 0.09 0.05 -0.140
C -0.998 -0.493 -1.049 -1.21 0.38 0.36 -0.594
C -1.376 -1.875 -1.543 -0.18 0.03 0.01 -0.034
O -1.409 0.514 -1.608 -0.63 -0.40 0.68 0.001
H 2.031 2.112 0.506 -0.08 -0.15 -0.02 0.078
H 1.622 1.203 -0.947 -0.02 -0.01 0.18 0.056
H 2.337 0.369 0.443 -0.12 0.09 -0.03 0.084
H -0.440 1.674 0.351 0.09 -0.03 0.09 0.134
H 0.678 1.972 2.581 -0.04 -0.13 -0.03 0.077
H 0.951 0.225 2.679 -0.09 0.11 -0.06 0.082
H -0.702 0.866 2.702 0.14 0.03 -0.06 0.077
H -1.252 -0.638 0.933 0.14 -0.03 0.27 0.136
H 0.335 -1.273 0.523 -0.16 0.15 -0.28 0.132
H 0.715 -0.627 -1.947 0.84 0.20 -0.75 0.122
H -2.380 -1.994 -1.123 -0.05 -0.30 -0.11 0.094
H -0.745 -2.696 -1.182 -0.06 0.36 0.01 0.085
H -1.454 -1.912 -2.632 -0.01 0.14 0.20 0.089
H 0.279 -0.047 -2.154 1.60 -0.62 -0.55 0.120